27
Properties=species:S:1:pos:R:3:nbo_charge:R:1 method="wB97M-V/def2-TZVPD" homo_lumo_gap_ev=8.75 homo_energy_ev=-7.83 smiles=Cc1c[nH]c2ccccc12.CC
C 3.2259 1.1760 0.5075 -0.629
C 1.0289 -0.2821 0.8123 -0.098
C 2.2445 0.1112 0.1555 -0.083
C 0.5008 -1.3718 0.0626 0.149
C 2.4136 -0.7389 -0.8956 -0.028
C -0.7830 -0.6483 2.3647 -0.231
C -1.2736 -1.7100 1.6022 -0.214
C 0.3996 -0.0042 2.0263 -0.192
C -0.6832 -2.0163 0.3875 -0.251
N 1.2968 -1.5307 -1.0450 -0.530
H -1.2224 -0.3744 3.3120 0.209
H -2.1283 -2.2618 1.9578 0.213
H 0.7394 0.8023 2.6672 0.210
H -1.0000 -2.8744 -0.1898 0.211
H 4.0880 1.2286 -0.1509 0.216
H 3.6568 0.9489 1.4754 0.212
H 3.1916 -0.6707 -1.6300 0.209
H 1.1676 -2.2520 -1.7308 0.409
H 2.8581 2.2015 0.6021 0.217
C -2.5764 0.5635 -1.5979 -0.621
C -2.3251 2.0628 -1.5495 -0.613
H -1.7293 -0.1087 -1.5836 0.213
H -3.1016 0.2022 -0.6919 0.204
H -3.3599 0.2829 -2.3046 0.200
H -1.4041 2.2607 -0.9902 0.207
H -3.1406 2.5554 -1.0355 0.208
H -2.0840 2.4483 -2.5377 0.202

***

9
Properties=species:S:1:pos:R:3:mulliken_spin:R:1 method="wB97M-V/def2-TZVPD" homo_lumo_gap_ev="6.82 / 4.60" s2=8.772 homo_energy_ev="-7.07 / -5.72" multiplicity=6
H 0.2908 0.2747 0.6518 0.051
C -0.0408 2.6434 -0.1909 0.030
O -0.3006 3.0022 0.8922 -0.006
O 0.2229 1.8546 -1.0065 -0.007
C 0.4948 -2.5740 -0.4387 0.021
C 0.7672 -1.4929 0.0288 -0.025
O 1.0979 -0.3103 0.4472 -0.022
H 0.2216 -3.4499 -0.9961 -0.001
Mn -2.7538 0.0522 0.6121 4.959

***

Results for calculated total energy: -482.8952 -1492.0047 (in Eh, following the order of the records).
Results for ΔE to the lowest compared entry with this formula, charge and spin: 52.46 405.82 (in kJ/mol, following the order of the records).